[1]
{"formula": "C4H5Cl", "method": "wB97M-V/def2-TZVPD", "symbols": ["C", "C", "C", "C", "H", "H", "H", "H", "H", "Cl"], "xyz": [[-0.027475, 0.219658, 0.018319], [-0.090380, 1.576686, 0.040064], [-1.076488, -0.805608, 0.038392], [-2.306231, -0.305634, -0.031362], [0.827622, 2.187088, 0.068801], [-1.051154, 2.092530, -0.090961], [-0.779930, -1.837602, 0.307770], [-2.299736, 0.778388, -0.015562], [-3.285641, -0.836036, -0.196749], [1.623075, -0.382058, -0.027399]], "forces_ev_per_a": [[1.529, 1.871, 0.353], [-0.265, -0.951, -0.472], [-0.229, -0.019, 0.808], [-1.136, -0.654, -0.562], [-0.688, -0.517, -0.072], [0.607, -0.120, 0.349], [-0.315, 0.632, -0.847], [-0.810, -0.190, -0.347], [1.368, 0.423, 0.648], [-0.061, -0.475, 0.141]], "nbo_charge": [-0.035, -0.415, -0.264, -0.324, 0.227, 0.199, 0.237, 0.187, 0.217, -0.029], "homo_energy_ev": -9.0, "homo_lumo_gap_ev": 9.31, "multiplicity": 1, "smiles": "C=CC(=C)Cl", "e_above_lowest_kj_mol": 42.4}

---

[2]
{"formula": "C2H7N2O", "method": "wB97M-V/def2-TZVPD", "symbols": ["C", "C", "N", "N", "O", "H", "H", "H", "H", "H", "H", "H"], "xyz": [[-0.869783, 0.518879, -0.133843], [1.368399, -0.497571, 0.031664], [0.626099, 0.664479, -0.007000], [-1.289710, -0.898220, 0.002924], [2.632446, -0.225199, 0.229314], [-1.331972, 1.033323, 0.805224], [-1.356324, 1.016835, -0.966765], [-0.518194, -1.504880, -0.384134], [0.982432, 1.679969, -0.132522], [-1.373062, -1.211023, 0.963917], [-1.935752, -1.193843, -0.641219], [3.065418, 0.617255, 0.232437]], "forces_ev_per_a": [[0.113, 1.979, 3.186], [-0.102, 2.993, 0.358], [-1.143, -0.030, -1.123], [3.904, -0.356, -0.060], [0.231, -2.923, -0.225], [0.761, -0.747, -1.662], [0.411, -0.390, -0.497], [0.685, 0.679, 0.817], [-0.635, -2.264, 0.444], [-0.594, -0.055, 0.107], [-3.369, -0.385, -1.297], [-0.262, 1.497, -0.049]], "nbo_charge": [-0.055, 0.305, -0.657, -0.696, -0.656, 0.223, 0.238, 0.472, 0.422, 0.460, 0.445, 0.499], "homo_energy_ev": -13.9, "homo_lumo_gap_ev": 10.31, "multiplicity": 1, "e_above_lowest_kj_mol": 313.5, "total_charge": 1}

---

[3]
{"formula": "C14H15ClN2O3S", "method": "wB97M-V/def2-TZVPD", "symbols": ["C", "H", "H", "H", "S", "C", "C", "C", "C", "C", "C", "H", "H", "Cl", "C", "O", "O", "C", "H", "H", "C", "O", "N", "C", "H", "H", "H", "C", "H", "H", "C", "C", "N", "H", "H", "H"], "xyz": [[1.181746, -3.166950, 3.830167], [1.661886, -2.242067, 4.135513], [1.403532, -3.407737, 2.794804], [1.505013, -3.978836, 4.474307], [-0.613560, -3.044133, 4.068346], [-1.094921, -1.729074, 3.001274], [-0.216509, -1.011954, 2.208067], [-0.673988, 0.023645, 1.391591], [-2.036279, 0.333185, 1.377214], [-2.918028, -0.395661, 2.169791], [-2.455272, -1.411180, 2.974735], [-3.137719, -1.972759, 3.593775], [-3.968270, -0.153574, 2.145835], [-2.672307, 1.576257, 0.378816], [0.304697, 0.776153, 0.570652], [0.137036, 1.875042, 0.107134], [1.433653, 0.069358, 0.377691], [2.461581, 0.711563, -0.368459], [3.161262, -0.078760, -0.652160], [2.976602, 1.439366, 0.268015], [1.992629, 1.486591, -1.605019], [2.440944, 2.592257, -1.825417], [1.144184, 0.859937, -2.455659], [0.641148, -0.483062, -2.298656], [-0.308394, -0.506887, -1.754480], [0.471338, -0.907096, -3.289606], [1.361122, -1.108090, -1.775746], [0.521976, 1.676319, -3.477339], [1.212628, 2.493395, -3.697758], [0.367478, 1.072945, -4.375848], [-0.809950, 2.278043, -2.988407], [-1.855894, 1.292942, -2.940703], [-2.673182, 0.492580, -2.921910], [-0.663979, 2.690966, -1.985370], [-1.121147, 3.082295, -3.659289], [0.838945, -1.225018, 2.204101]], "forces_ev_per_a": [[-0.589, 0.191, -0.052], [0.138, 0.019, -0.010], [0.131, -0.015, -0.047], [0.025, -0.034, 0.024], [0.167, -0.174, 0.124], [0.186, -0.067, 0.046], [-0.158, 0.005, 0.018], [-0.305, -0.032, 0.087], [0.337, -0.138, 0.081], [0.066, 0.081, -0.068], [0.267, -0.008, -0.047], [-0.148, -0.034, 0.049], [-0.099, 0.038, -0.028], [-0.397, 0.128, -0.006], [-0.096, 0.271, -0.059], [0.225, -0.119, 0.210], [-0.031, -0.268, 0.082], [0.262, 0.470, -0.018], [-0.097, 0.077, 0.032], [-0.101, -0.125, -0.185], [0.284, -0.266, 0.062], [0.135, 0.231, 0.117], [-0.084, 0.021, -0.384], [-0.108, -0.295, 0.171], [0.050, -0.106, -0.029], [0.000, -0.015, 0.057], [-0.026, -0.021, -0.042], [0.138, 0.300, -0.042], [-0.170, -0.146, -0.050], [0.018, 0.070, 0.076], [0.642, 0.513, -0.072], [-0.319, -0.131, -0.002], [-0.372, -0.396, -0.038], [-0.028, 0.045, -0.132], [0.013, -0.013, 0.055], [0.047, -0.060, 0.019]], "nbo_charge": [-0.743, 0.221, 0.221, 0.241, 0.269, -0.173, -0.221, -0.121, -0.025, -0.214, -0.188, 0.226, 0.235, 0.054, 0.775, -0.578, -0.511, -0.170, 0.214, 0.224, 0.678, -0.618, -0.448, -0.411, 0.205, 0.211, 0.211, -0.199, 0.251, 0.203, -0.548, 0.294, -0.340, 0.285, 0.254, 0.235], "homo_energy_ev": -8.4, "homo_lumo_gap_ev": 8.48, "multiplicity": 1, "smiles": "CSc1ccc(Cl)c(C(=O)OCC(=O)N(C)CCC#N)c1", "e_above_lowest_kj_mol": 0.0}

---

[4]
{"formula": "C12H19ClO5", "method": "wB97M-V/def2-TZVPD", "symbols": ["Cl", "O", "O", "O", "O", "O", "C", "C", "C", "C", "C", "C", "C", "C", "C", "C", "C", "C", "H", "H", "H", "H", "H", "H", "H", "H", "H", "H", "H", "H", "H", "H", "H", "H", "H", "H", "H"], "xyz": [[4.436763, -0.044551, 0.211540], [-0.770692, -0.597195, -1.147294], [1.029612, -2.193282, 2.450467], [-0.633290, 0.649597, 0.741755], [0.604642, -2.301274, -0.390038], [2.699781, -3.550017, 1.050194], [-2.650517, 3.141035, -1.337693], [-1.158217, 3.115204, -1.188738], [-3.232371, 2.152412, -0.308648], [-0.562095, 1.727546, -1.436155], [-2.708015, 0.726609, -0.573302], [-1.186850, 0.602136, -0.577499], [4.106716, -1.603700, 1.012350], [-0.617495, -1.568769, -0.107226], [1.038367, -1.075535, 1.531602], [-0.389353, -0.720276, 1.147639], [1.691643, -1.531219, 0.196782], [2.972896, -2.366007, 0.325646], [1.769376, -2.812609, 2.286386], [1.882939, -3.945323, 0.660408], [-2.890422, 2.807668, -2.346166], [-2.990904, 4.148546, -1.149147], [-0.734764, 3.808953, -1.949625], [-0.801201, 3.437730, -0.186822], [-2.927800, 2.459355, 0.709856], [-4.315277, 2.155395, -0.387170], [-0.723906, 1.476864, -2.498823], [0.490134, 1.781695, -1.227985], [-3.070529, 0.415694, -1.530338], [-3.132118, 0.050299, 0.192284], [3.825689, -1.427790, 2.054048], [4.958347, -2.241796, 0.982522], [-1.514893, -2.193953, -0.025951], [1.540911, -0.235692, 2.030920], [-1.133218, -0.988722, 1.923630], [1.838001, -0.656402, -0.445098], [3.258110, -2.602627, -0.694311]], "forces_ev_per_a": [[0.092, -0.323, 0.135], [0.025, -1.201, 0.446], [-0.796, 0.759, 0.130], [0.531, -1.066, 0.054], [-0.868, 0.151, 0.570], [-0.095, -0.821, -0.325], [0.142, -0.821, 1.132], [1.328, 0.387, -0.282], [0.485, 0.073, -0.150], [-0.894, 0.042, -0.165], [-0.320, 0.218, 1.252], [0.287, 1.598, -0.637], [-1.243, -0.224, 0.270], [1.058, 0.349, -0.937], [1.335, -0.568, 0.730], [-1.079, 0.021, 0.178], [-1.394, 0.875, 0.510], [-1.144, 0.811, -0.769], [-0.361, 0.583, -0.183], [0.780, 0.398, 0.245], [-0.296, 0.176, -0.161], [-0.432, 0.256, -0.166], [0.060, -0.325, 0.602], [-0.490, 0.115, -0.470], [-0.273, -0.017, -0.384], [-0.195, -0.097, 0.256], [0.142, -0.162, 0.382], [0.607, -0.301, -0.035], [-0.159, -0.375, -0.722], [0.184, 0.085, -0.325], [0.152, 0.180, -0.140], [0.893, -0.155, -0.022], [0.659, -0.431, -0.369], [-0.025, 0.014, -0.382], [0.694, 0.094, -0.115], [0.297, -0.096, 0.099], [0.317, -0.203, -0.253]], "nbo_charge": [-0.045, -0.528, -0.759, -0.533, -0.537, -0.722, -0.403, -0.398, -0.393, -0.415, -0.453, 0.532, -0.381, 0.345, 0.061, 0.022, 0.034, 0.062, 0.494, 0.504, 0.194, 0.211, 0.207, 0.203, 0.204, 0.209, 0.210, 0.219, 0.214, 0.208, 0.222, 0.228, 0.184, 0.193, 0.207, 0.212, 0.187], "homo_energy_ev": -9.8, "homo_lumo_gap_ev": 10.51, "multiplicity": 1, "smiles": "O[C@@H]1[C@H]2OC3(CCCCC3)O[C@H]2O[C@@H]1[C@H](O)CCl", "e_above_lowest_kj_mol": 68.4}